Entry 1:
The following is a DFT calculation (ωB97M-V/def2-TZVPD) of a molecular structure, C29H34ClI2N2O5PSbV.

Output
2S+1: 2
LUMO (alpha / beta): -3.75 / -3.76 eV
E: -114076.02370 eV
Total charge: +1
Orbital gap (alpha / beta): 6.51 / 6.38 eV

Structure (XYZ):
```
76
C29H34ClI2N2O5PSbV | the OMol25 dataset | ωB97M-V/def2-TZVPD
V -0.68820 0.45594 0.19459
O 1.54275 3.76603 0.35101
C 1.02639 2.56807 -0.02536
O -0.12943 2.22104 0.60279
C 0.85979 2.53295 -1.54304
O 0.35155 1.23710 -1.89821
C 1.35747 0.24260 -1.59732
C 1.46469 0.33818 -0.09386
O 2.01333 1.50576 0.32276
O 1.06238 -0.54057 0.70744
H 1.52720 3.80930 1.31686
H 0.12122 3.26846 -1.84681
H 1.80983 2.71501 -2.04768
H 0.97891 -0.72038 -1.93245
H 2.29789 0.48614 -2.09745
Cl -1.30267 -2.22144 0.44015
C -2.37284 -2.37566 1.82632
C -2.97450 -3.60734 2.01910
C -3.78255 -3.79003 3.12852
C -3.97504 -2.75258 4.03160
C -3.36172 -1.53078 3.81787
C -2.55157 -1.31342 2.70278
P -1.73646 0.29116 2.42039
C -0.79122 0.62681 3.92597
C 0.57129 0.33811 3.92218
C 1.32230 0.54493 5.07055
C 0.71983 1.04566 6.21499
C -0.63666 1.34701 6.21699
C -1.39311 1.13998 5.07545
C -3.09560 1.50058 2.42138
C -4.42255 1.14834 2.19679
C -5.39409 2.13383 2.07821
C -5.04658 3.47308 2.17822
C -3.72085 3.83020 2.39365
C -2.74764 2.85100 2.50938
H -2.80113 -4.41065 1.31626
H -4.25546 -4.74905 3.29066
H -4.59912 -2.89845 4.90253
H -3.51007 -0.72427 4.52484
H 1.04049 -0.04212 3.02276
H 2.38031 0.31908 5.06794
H 1.30878 1.21109 7.10747
H -1.10337 1.74769 7.10705
H -2.44527 1.39791 5.07331
H -4.70588 0.10673 2.11648
H -6.42681 1.85105 1.91816
H -5.80746 4.23848 2.09698
H -3.44542 4.87358 2.47657
H -1.71251 3.13062 2.66453
C -2.58660 3.20517 -1.12913
C -3.19143 1.84901 -1.08141
N -2.62104 0.69943 -0.73289
C -3.60208 -0.27512 -0.87617
C -4.74665 0.29007 -1.31794
N -4.46559 1.62764 -1.44760
H -1.82758 3.30960 -0.35842
H -3.35457 3.96279 -0.97681
H -2.12830 3.37770 -2.10466
H -3.41919 -1.31026 -0.66076
H -5.70809 -0.12915 -1.55248
H -5.10563 2.34354 -1.74750
C 6.33552 -2.50456 -0.53169
Sb 4.65123 -1.26858 -1.00349
C 5.79706 0.28031 -1.95190
C 4.17843 -2.27888 -2.84378
H 6.97482 -2.60394 -1.40791
H 5.99532 -3.49082 -0.21993
H 6.90503 -2.05843 0.28195
H 6.50883 -0.15758 -2.65072
H 6.33634 0.85456 -1.19999
H 5.13832 0.95848 -2.49462
H 5.08241 -2.41600 -3.43622
H 3.46254 -1.69564 -3.42447
H 3.73884 -3.25300 -2.63165
I -1.28102 -2.44326 -3.07694
I -0.43592 -2.10874 -5.56490
```

Entry 2:
The following is a DFT calculation (ωB97M-V/def2-TZVPD) of a molecular structure, C34H44As3FN2O13Tl.

Output
2S+1: 1
LUMO: -2.01 eV
E: -255488.58218 eV
Total charge: +1
Orbital gap: 8.59 eV

Structure (XYZ):
```
98
C34H44As3FN2O13Tl | the OMol25 dataset | ωB97M-V/def2-TZVPD
Tl -1.57977 1.20674 0.48340
C -8.81039 -1.12681 1.78977
C -8.73810 0.36271 1.32732
C -9.78743 0.66032 0.31881
C -9.59902 2.08623 -0.25611
C -8.24104 2.26912 -0.86112
C -7.98660 3.09456 -1.90010
C -6.68863 3.23944 -2.47592
F -6.56792 3.99106 -3.55874
C -5.63317 2.61728 -1.91604
C -5.84613 1.79600 -0.81129
C -4.66346 1.05675 -0.27800
O -3.52165 1.20690 -0.75847
C -4.93565 0.10647 0.73408
C -6.25421 -0.14107 1.02677
N -7.30935 0.56094 0.62393
C -7.12869 1.59759 -0.29355
C -3.92462 -0.84127 1.21322
O -4.15824 -2.05314 1.31702
O -2.78544 -0.30630 1.56565
H -9.85122 -1.33656 1.98350
H -8.28675 -1.35165 2.72892
H -8.49975 -1.78880 0.89233
H -8.69063 1.12466 2.09471
H -10.67206 0.58909 0.89988
H -9.78619 -0.11512 -0.59959
H -9.78482 2.90231 0.50482
H -10.23406 2.34825 -1.11960
H -8.89323 3.49499 -2.43452
H -4.61875 2.83990 -2.23728
H -6.48381 -1.04952 1.54871
N 1.82353 1.69831 3.19233
C 0.77233 1.73557 2.34914
O 0.18280 0.70883 2.06373
C 0.35893 3.06421 1.93926
C -0.64833 3.16820 0.77567
H 2.19773 0.73690 3.41288
H 2.47528 2.44806 3.27621
H 1.21567 3.74501 1.83630
H -0.18627 3.36727 2.82015
H -0.22572 3.36692 -0.15863
H -1.43362 3.87425 0.95098
C 0.54659 -2.55798 -1.96370
As -1.01986 -1.97693 -0.98558
C -2.60741 -2.53053 -1.97532
C -0.92218 -2.75232 0.74174
O -0.83318 -0.29188 -0.86210
H 1.04765 -3.51460 -1.61619
H 1.20246 -1.64136 -1.86300
H 0.35109 -2.69155 -2.99573
H -2.99250 -3.52978 -1.77184
H -2.40841 -2.53559 -3.03687
H -3.42415 -1.86055 -1.76246
H -0.58476 -1.90597 1.32975
H -0.11491 -3.49982 0.82330
H -1.82483 -3.04737 1.23409
C 3.83170 -1.29443 -5.21894
O 3.71956 -1.07539 -3.76238
C 4.78172 -0.61960 -3.13824
O 5.77685 -0.16789 -3.66583
C 4.46380 -0.70041 -1.65243
C 4.56511 -1.80723 -0.90470
As 3.90164 -2.00642 0.95730
C 5.26221 -3.22416 1.61802
C 4.59228 -0.24198 1.58513
C 4.33655 0.84438 0.87029
As 3.74952 0.99578 -1.00176
C 5.19308 2.22131 -1.55790
C 4.53971 2.24577 1.30908
O 3.67866 3.09283 1.23319
O 5.76643 2.44779 1.80349
C 6.06589 3.89642 2.14700
C 5.30520 -0.26502 2.88149
O 4.85294 0.19285 3.92453
O 6.53241 -0.80048 2.63796
C 7.41672 -0.78731 3.76737
C 5.07168 -3.14611 -1.49332
O 4.59184 -4.20251 -1.15865
O 6.15958 -3.07624 -2.22420
C 6.76151 -4.28000 -2.64614
H 2.99703 -1.88413 -5.44615
H 4.81991 -1.87194 -5.56272
H 3.59425 -0.37406 -5.75872
H 4.91134 -4.22799 1.51936
H 5.31975 -3.08125 2.68994
H 6.18979 -3.15661 1.10167
H 5.95388 2.32039 -0.75090
H 4.72159 3.14824 -1.72307
H 5.75739 1.92974 -2.43440
H 5.52592 4.16348 3.11323
H 5.58448 4.53646 1.39624
H 7.13401 3.86687 2.19585
H 8.34490 -1.12516 3.46626
H 7.13914 -1.47121 4.57547
H 7.50060 0.26864 4.04848
H 5.94966 -4.93033 -2.84599
H 7.23142 -4.79075 -1.75205
H 7.42117 -4.18066 -3.44947
```

Entry 3:
The following is a DFT calculation (ωB97M-V/def2-TZVPD) of a single C4H3ClFNO molecule.

Output
2S+1: 1
LUMO: 0.35 eV
E: -22969.72570 eV
Orbital gap: 9.13 eV

Structure (XYZ):
```
11
C4H3ClFNO | the OMol25 dataset | ωB97M-V/def2-TZVPD
O 2.14384 -0.82153 -0.27788
N 0.89132 -0.24705 0.05591
C 0.51480 1.16379 -0.07674
C -0.87568 1.25487 -0.13947
F -1.60449 2.26934 0.00203
C -1.37856 -0.17887 -0.05273
Cl -2.92030 -0.96762 -0.12404
C -0.26937 -0.93822 0.02099
H 2.47246 -1.49500 0.52636
H 1.14678 2.08838 -0.32623
H -0.12080 -2.12809 0.39180
```